Record 1
Molecular formula: C27H34Cl2IN2O5OsP
Method: DFT, ωB97M-V/def2-TZVPD

Geometry as XYZ:
```
73
Properties=species:S:1:pos:R:3:lowdin_charge:R:1
Os 0.170 -0.639 0.488 1.49
C 2.916 0.795 0.785 -0.05
N 2.133 -0.250 1.495 -0.31
C 2.836 -1.545 1.493 -0.02
C 1.915 0.257 2.882 -0.14
C 0.605 0.937 2.986 -0.27
C 0.334 1.836 4.012 -0.01
C -0.930 2.380 4.142 -0.05
C -1.935 1.990 3.266 -0.05
C -1.648 1.122 2.221 -0.10
C -0.359 0.610 2.039 -0.30
H 3.861 0.944 1.311 0.12
H 2.349 1.724 0.788 0.09
H 3.115 0.500 -0.225 0.00
H 3.798 -1.443 1.997 0.12
H 3.003 -1.865 0.467 0.10
H 2.244 -2.299 2.012 0.09
H 2.728 0.929 3.161 0.14
H 1.965 -0.585 3.576 0.12
H 1.111 2.096 4.723 0.13
H -1.134 3.095 4.928 0.12
H -2.943 2.362 3.395 0.12
H -2.443 0.842 1.545 0.09
Cl 2.804 -3.315 -6.118 0.75
C 2.403 -2.538 -4.635 -0.65
C 3.201 -1.474 -4.174 -0.07
C 2.915 -0.822 -3.001 -0.55
Cl 3.927 0.494 -2.514 0.81
C 1.817 -1.203 -2.190 -0.35
O 1.570 -0.561 -1.070 -0.28
C 1.051 -2.282 -2.670 -0.14
C -0.004 -2.748 -1.885 -0.10
O -0.275 -2.338 -0.733 -0.15
C 1.336 -2.932 -3.897 -0.03
H 4.060 -1.166 -4.757 0.13
H -0.622 -3.556 -2.290 0.16
H 0.718 -3.760 -4.227 0.13
I -0.346 -3.357 5.812 1.01
C -1.048 -3.145 3.877 -0.70
C -2.143 -3.855 3.402 -0.07
C -2.578 -3.621 2.107 0.00
C -1.915 -2.708 1.317 -0.09
N -0.829 -2.050 1.767 -0.07
C -0.420 -2.255 3.031 -0.18
H -2.658 -4.566 4.035 0.12
H -3.439 -4.141 1.710 0.13
H -2.241 -2.494 0.314 0.11
H 0.427 -1.684 3.375 0.07
C 0.880 2.280 -3.292 -0.06
C 0.033 1.053 -3.507 -0.18
O -0.934 0.834 -2.436 -0.19
P -0.964 0.856 -0.884 0.61
O -2.385 0.243 -0.610 -0.29
C -3.645 0.798 -1.144 -0.20
C -4.076 0.061 -2.385 -0.05
O -1.087 2.348 -0.454 -0.21
C -0.041 3.242 0.032 -0.23
C -0.688 4.544 0.423 -0.04
H 1.556 2.398 -4.139 0.10
H 1.482 2.185 -2.386 0.05
H 0.259 3.175 -3.226 0.10
H 0.636 0.161 -3.612 0.09
H -0.586 1.149 -4.395 0.14
H -3.501 1.863 -1.319 0.12
H -4.360 0.671 -0.335 0.13
H -3.383 0.230 -3.208 0.07
H -5.065 0.411 -2.684 0.10
H -4.135 -1.011 -2.192 0.08
H 0.695 3.395 -0.755 0.10
H 0.439 2.767 0.888 0.09
H -1.326 4.908 -0.383 0.09
H 0.087 5.288 0.608 0.10
H -1.290 4.431 1.324 0.08
```

ΔE to the lowest compared entry with this formula, charge and spin, kcal/mol: 27.4
Charge: +2
HOMO-LUMO gap (spin up / spin down), eV: 6.3 / 6.3

---

Record 2
Molecular formula: C27H34FN7NiO4PS
Method: DFT, ωB97M-V/def2-TZVPD

Geometry as XYZ:
```
76
Properties=species:S:1:pos:R:3:lowdin_charge:R:1
Ni 0.440 -1.064 1.174 0.42
N 1.090 -4.367 2.343 0.20
C 0.184 -3.703 3.061 -0.40
N -0.348 -4.358 4.087 0.18
C -1.241 -3.690 4.811 -0.43
N -1.825 -4.301 5.841 0.18
N -1.601 -2.423 4.554 0.18
C -1.038 -1.859 3.506 -0.25
N -0.120 -2.428 2.723 0.14
C -1.511 -0.507 3.178 -0.17
C -2.635 -0.012 3.833 0.02
C -3.117 1.235 3.490 -0.03
C -2.442 1.956 2.517 -0.02
C -1.317 1.391 1.934 -0.08
N -0.861 0.184 2.242 0.09
H 1.234 -5.340 2.544 0.12
H 1.431 -3.952 1.496 0.02
H -1.606 -5.262 6.042 0.12
H -2.499 -3.797 6.391 0.11
H -3.092 -0.633 4.585 0.11
H -3.998 1.632 3.971 0.12
H -2.773 2.939 2.218 0.11
H -0.752 1.940 1.194 0.11
C -3.947 1.555 -4.287 -0.04
C -2.489 1.955 -4.500 -0.29
C -2.395 3.442 -4.836 -0.14
C -0.939 3.846 -5.014 -0.13
C -0.158 3.503 -3.784 -0.13
C 0.919 4.269 -3.400 0.06
C 1.640 3.929 -2.261 -0.25
F 2.663 4.711 -1.876 0.08
C 1.334 2.812 -1.528 0.07
C 0.248 2.010 -1.901 -0.04
C -0.028 0.800 -1.120 -0.31
O 0.742 0.473 -0.185 -0.10
C -1.199 0.103 -1.530 -0.01
C -1.936 0.562 -2.584 0.04
N -1.652 1.635 -3.332 0.04
C -0.535 2.379 -3.017 -0.07
C -1.730 -1.183 -0.874 -0.60
O -2.777 -1.629 -1.317 0.04
O -1.054 -1.712 0.053 -0.09
H -4.549 1.980 -5.085 0.09
H -4.323 1.933 -3.339 0.10
H -4.089 0.479 -4.316 0.08
H -2.089 1.386 -5.352 0.16
H -2.857 4.036 -4.045 0.14
H -2.943 3.626 -5.761 0.13
H -0.856 4.912 -5.222 0.12
H -0.515 3.307 -5.867 0.13
H 1.209 5.142 -3.966 0.14
H 1.913 2.550 -0.659 0.10
H -2.817 -0.016 -2.822 0.13
C 2.530 -1.539 -1.718 -0.24
P 1.892 -2.352 -0.196 0.87
C 1.085 -3.824 -0.966 -0.24
C 3.499 -3.026 0.460 -0.25
H 3.047 -2.278 -2.326 0.06
H 3.215 -0.734 -1.455 0.04
H 1.696 -1.120 -2.277 0.04
H 1.787 -4.651 -1.056 0.05
H 0.729 -3.546 -1.955 0.05
H 0.214 -4.135 -0.392 0.04
H 3.639 -4.062 0.162 0.04
H 3.544 -2.966 1.545 0.02
H 4.317 -2.439 0.052 0.04
C 3.281 1.107 3.980 -0.22
S 3.357 -0.034 2.549 0.91
C 3.485 1.285 1.282 -0.22
O 1.980 -0.578 2.424 -0.60
H 4.246 1.590 4.089 0.06
H 3.063 0.520 4.865 0.06
H 2.494 1.835 3.823 0.06
H 4.495 1.678 1.270 0.06
H 2.764 2.062 1.507 0.05
H 3.246 0.831 0.326 0.02
```

ΔE to the lowest compared entry with this formula, charge and spin, kcal/mol: 30.8
Charge: +1
HOMO-LUMO gap (spin up / spin down), eV: 8.1 / 8.2
Spin multiplicity: 3

---

Record 3
Molecular formula: C27H34FO6
Method: DFT, ωB97M-V/def2-TZVPD

Geometry as XYZ:
```
68
Properties=species:S:1:pos:R:3:lowdin_charge:R:1
C -2.042 -2.193 3.982 -0.10
O -1.291 -1.480 3.025 -0.15
C -1.361 -0.100 3.154 -0.17
C -0.104 0.616 3.114 -0.48
O -0.040 1.831 3.227 0.03
O 1.020 -0.148 2.954 -0.05
C 2.144 0.665 3.039 -0.11
C -2.629 0.595 3.297 -0.49
O -2.681 1.791 3.549 0.03
O -3.774 -0.130 3.101 -0.09
C -4.875 0.725 3.182 -0.11
H -2.105 -3.233 3.665 0.08
H -1.526 -2.143 4.941 0.09
H -3.041 -1.768 4.073 0.07
H 3.018 0.106 2.700 0.08
H 1.986 1.555 2.420 0.08
H 2.272 0.967 4.083 0.09
H -5.769 0.214 2.815 0.09
H -5.016 1.026 4.225 0.09
H -4.666 1.616 2.580 0.08
C 1.130 -4.146 -2.207 -0.05
C 1.279 -3.456 -0.838 -0.52
C 0.372 -4.182 0.175 -0.06
C 2.737 -3.568 -0.362 -0.04
C 0.929 -1.971 -0.996 -0.07
C -0.056 -1.360 -0.307 0.06
C -0.383 0.029 -0.503 -0.17
C -1.463 0.590 0.126 0.07
C -1.827 1.999 0.074 -0.18
C -0.853 2.996 0.172 0.04
C -1.172 4.327 0.024 -0.24
F -0.195 5.270 0.008 0.05
C -2.496 4.686 -0.168 -0.02
C -3.487 3.726 -0.209 -0.08
C -3.159 2.395 -0.090 -0.03
C 0.410 0.780 -1.438 0.04
C 1.415 0.230 -2.144 -0.08
C 2.252 1.022 -3.155 -0.52
C 3.725 0.975 -2.711 -0.04
C 1.817 2.500 -3.262 -0.06
C 2.104 0.360 -4.537 -0.05
C 1.719 -1.191 -1.956 -0.30
O 2.625 -1.713 -2.587 0.00
H 1.772 -3.668 -2.944 0.07
H 1.399 -5.200 -2.156 0.08
H 0.105 -4.077 -2.568 0.08
H 0.464 -3.752 1.172 0.08
H -0.674 -4.137 -0.125 0.08
H 0.645 -5.235 0.248 0.08
H 2.868 -3.087 0.606 0.09
H 3.049 -4.608 -0.267 0.08
H 3.405 -3.077 -1.068 0.07
H -0.618 -1.894 0.436 0.11
H -2.103 -0.064 0.692 0.12
H 0.160 2.733 0.413 0.13
H -2.739 5.727 -0.272 0.11
H -4.517 4.015 -0.351 0.10
H -3.921 1.638 -0.134 0.11
H 0.156 1.807 -1.605 0.09
H 4.064 -0.058 -2.639 0.07
H 4.370 1.499 -3.416 0.08
H 3.846 1.434 -1.731 0.09
H 0.782 2.587 -3.589 0.08
H 1.921 3.014 -2.307 0.08
H 2.433 3.032 -3.986 0.08
H 1.066 0.384 -4.866 0.08
H 2.713 0.862 -5.288 0.08
H 2.412 -0.684 -4.488 0.07
```

Charge: -1
HOMO-LUMO gap, eV: 5.1

---

| no. | electronic energy (eV) | F_max (eV/A) | M (g mol⁻¹) |
| --- | --- | --- | --- |
| 1 | -86656.2657 | 4.69 | 885.6 |
| 2 | -111056.3033 | 1.73 | 661.3 |
| 3 | -43553.4025 | 3.17 | 473.6 |